(1)
Density functional theory data (ωB97M-V with the def2-TZVPD basis set) for a molecular structure, C46H41AsLuN5O7P2S at a distorted geometry.

```
! wB97M-V def2-TZVPD RIJCOSX def2/J DEFGRID3
* xyz -2 1
Lu 0.22158 2.36649 -1.25268
S -1.78300 -7.94204 1.67494
C -2.28136 -7.25019 3.05442
C -3.30955 -7.67479 3.84021
C -3.68950 -7.07132 5.05125
C -3.12106 -5.88229 5.38607
C -2.06331 -5.34656 4.60573
C -1.66478 -6.04662 3.46988
As -0.65676 -5.28814 1.95232
C 0.31955 -3.85336 2.97107
C 1.62994 -4.03895 3.19698
C 2.34415 -3.00252 3.81616
C 1.77164 -1.80202 4.18020
C 0.39958 -1.64348 3.97036
C -0.30601 -2.62024 3.24500
C -2.31544 -4.37358 1.24208
C -2.14036 -3.24168 0.49021
C -2.92669 -2.97267 -0.63857
C -4.10889 -3.57020 -0.79648
C -4.47941 -4.60888 0.08821
C -3.54250 -5.07344 0.98688
H -3.88393 -8.50482 3.42863
H -4.49507 -7.56896 5.61440
H -3.42967 -5.30702 6.31905
H -1.56451 -4.35216 4.90362
H 2.02580 -5.01563 2.98567
H 3.33850 -3.21043 4.20768
H 2.35134 -1.05240 4.69365
H -0.11458 -0.73751 4.25165
H -1.35386 -2.46889 3.10959
H -1.32792 -2.59039 0.76672
H -2.54189 -2.12256 -1.22382
H -4.73882 -3.30626 -1.61952
H -5.41591 -5.16800 -0.04923
H -3.73183 -6.04739 1.47029
C 4.99976 0.51030 -4.58490
C 4.43457 -0.21896 -3.54808
C 3.20928 0.12639 -3.15097
C 2.40120 1.12008 -3.75251
C 2.90214 1.72939 -4.90478
C 4.21520 1.44322 -5.28249
N 1.05868 1.30455 -3.37000
N 0.33592 1.51244 -4.47659
C -1.02895 1.38181 -4.24156
C -1.71314 0.68191 -5.22537
C -3.05449 0.36484 -5.00050
C -3.63274 1.03234 -3.90397
C -2.89925 1.78506 -2.98022
C -1.56354 1.86087 -3.05067
H 6.07420 0.32235 -4.82911
H 4.97257 -1.12316 -3.18957
H 2.71886 -0.54168 -2.36435
H 2.29957 2.35052 -5.54018
H 4.57647 1.87451 -6.20469
H -1.24480 0.53461 -6.19896
H -3.57859 -0.22710 -5.70580
H -4.70382 0.87858 -3.72553
H -3.44043 2.18662 -2.07216
O -3.06124 -0.21423 0.38392
P -1.71388 0.57860 0.67030
O -0.83309 -0.11010 1.62580
O -1.10075 0.78288 -0.70680
O -2.22928 2.03749 1.13884
P -2.34163 3.59096 0.47168
O -3.62091 3.47373 -0.54949
O -2.52027 4.49499 1.59285
O -1.09637 3.71586 -0.44946
H -3.54528 -0.39142 1.22185
H -4.52882 3.51028 -0.11822
C -0.76629 5.38075 -3.30606
C 0.68479 5.27415 -2.96750
N 1.30301 4.22444 -2.43372
C 2.62036 4.53878 -2.40407
C 2.88975 5.71384 -3.08210
N 1.60220 6.17177 -3.40076
H -1.19926 4.38355 -3.45160
H -0.79636 6.13284 -4.11323
H -1.20232 5.87651 -2.42898
H 3.29177 3.75249 -2.06596
H 3.80087 6.38018 -3.24205
H 1.36928 7.04568 -3.87891
C 4.00149 -1.17546 0.22305
C 4.54451 -0.05067 0.80294
C 3.85905 1.11107 0.88002
C 2.48644 1.12300 0.48798
C 1.81366 -0.09637 0.12041
C 2.63483 -1.20035 -0.08607
N 1.70726 2.30894 0.52414
C 1.56769 2.92434 1.71337
C 1.16219 2.26226 2.93345
C 0.86521 3.04594 4.07099
C 1.04287 4.43812 4.06487
C 1.61045 5.01531 2.93123
C 1.74123 4.29349 1.73294
H 4.54839 -2.16395 0.14100
H 5.54264 0.02561 1.23379
H 4.30371 2.00375 1.30638
H 0.67594 -0.06745 0.16174
H 2.19030 -2.21402 -0.25948
H 1.01436 1.17462 2.90824
H 0.38797 2.50205 4.88745
H 0.73827 5.03426 4.91301
H 1.72381 6.12326 2.93328
H 2.07734 4.73760 0.77931
*
```

## Properties
HOMO level = -1.5 eV
Energy above the lowest of the compared OMol25 structures with the same formula, charge and spin = 20.2 kcal/mol
Strongest force on any atom = 5.0 eV/A
HOMO-LUMO gap = 4.44 eV

=====

(2)
Density functional theory data (ωB97M-V with the def2-TZVPD basis set) for a gas-phase ion, C19H32Cl2N5OS2 (charge +1).

```
! wB97M-V def2-TZVPD RIJCOSX def2/J DEFGRID3
* xyz 1 1
C 0.52049 -2.50762 3.87932
C 0.41127 -3.31046 2.57193
C -1.01953 -3.70343 2.22579
C -1.95271 -2.49494 2.07298
C -3.11983 -2.75530 1.11845
C -2.80833 -2.45661 -0.33967
N -2.83611 -1.02392 -0.64994
N -3.90409 -0.23403 -0.30590
C -3.62715 0.99889 -0.76981
N -4.47768 2.02074 -0.58575
C -4.31018 3.37375 -0.99166
Cl -2.73313 4.00601 -0.85883
C -5.37366 4.10609 -1.32884
C -6.78266 3.62094 -1.44409
Cl -5.21487 5.77718 -1.65283
N -2.46038 1.02048 -1.40223
C -1.99901 -0.22934 -1.31871
C -0.73904 -0.69239 -1.96857
C 0.20820 0.46587 -2.31946
C 1.36122 0.67830 -1.33556
S 2.76777 -0.27435 -1.96377
C 4.00005 -0.01067 -0.68017
S 3.77930 -0.60071 0.80722
N 5.11651 0.69165 -1.14648
C 6.42678 0.07512 -0.82959
C 7.19986 0.75101 0.29251
O 7.12567 2.15888 0.21471
C 5.77951 2.58235 0.30986
C 5.02500 2.14916 -0.92309
H -0.43062 -2.49470 4.41101
H 1.26418 -2.93179 4.54686
H 0.78874 -1.46861 3.69703
H 0.82120 -2.74331 1.73479
H 1.01020 -4.21593 2.65670
H -1.01582 -4.24321 1.27349
H -1.41993 -4.37603 2.98454
H -1.36223 -1.64903 1.70373
H -2.35509 -2.19616 3.03834
H -3.42324 -3.79906 1.18138
H -3.98062 -2.16042 1.43015
H -1.80028 -2.77367 -0.59617
H -3.51824 -2.95143 -1.00089
H -4.70056 -0.58645 0.19587
H -5.34093 1.82240 -0.10872
H -6.88423 2.54536 -1.31763
H -7.40343 4.11411 -0.69715
H -7.17815 3.87612 -2.42454
H -0.22855 -1.42079 -1.33836
H -1.04101 -1.19368 -2.88969
H 0.62226 0.26379 -3.30560
H -0.35658 1.38922 -2.40204
H 1.09525 0.36880 -0.32398
H 1.63031 1.73071 -1.29589
H 6.24558 -0.95387 -0.52542
H 7.01239 0.04647 -1.74750
H 8.25159 0.48053 0.22836
H 6.82456 0.41161 1.26412
H 5.79014 3.66864 0.36847
H 5.32716 2.16403 1.21428
H 5.41870 2.66613 -1.79850
H 3.97400 2.42758 -0.83484
*
```

## Properties
HOMO level = -10.2 eV
Strongest force on any atom = 1.0 eV/A
SMILES = CCCCCC[n+]1[nH]c(N/C(Cl)=C(\C)Cl)nc1CCCSC(=S)N1CCOCC1
HOMO-LUMO gap = 7.41 eV

=====

(3)
Density functional theory data (ωB97M-V with the def2-TZVPD basis set) for 3 unconnected molecules or ions with the total composition C2H4ClFO2S at a distorted geometry.

```
! wB97M-V def2-TZVPD RIJCOSX def2/J DEFGRID3
* xyz 0 1
C -0.46019 1.07135 0.71106
C -1.65684 0.94420 1.22419
O 1.57723 -1.37052 -1.52784
O -0.38676 -1.36396 -3.06497
F -0.49507 0.77453 -0.67051
S 0.70666 -0.69598 -2.48072
Cl 2.47696 -1.00463 1.31468
H 1.99146 -1.59106 0.30727
H 0.45232 1.40426 1.23696
H -2.40936 0.65014 0.64018
H -1.79643 1.18166 2.30970
*
```

## Properties
HOMO level = -10.5 eV
Energy above the lowest of the compared OMol25 structures with the same formula, charge and spin = 10.6 kcal/mol
Strongest force on any atom = 5.2 eV/A
HOMO-LUMO gap = 9.61 eV

=====

Copy entry 2 word for word.
Density functional theory data (ωB97M-V with the def2-TZVPD basis set) for a gas-phase ion, C19H32Cl2N5OS2 (charge +1).

```
! wB97M-V def2-TZVPD RIJCOSX def2/J DEFGRID3
* xyz 1 1
C 0.52049 -2.50762 3.87932
C 0.41127 -3.31046 2.57193
C -1.01953 -3.70343 2.22579
C -1.95271 -2.49494 2.07298
C -3.11983 -2.75530 1.11845
C -2.80833 -2.45661 -0.33967
N -2.83611 -1.02392 -0.64994
N -3.90409 -0.23403 -0.30590
C -3.62715 0.99889 -0.76981
N -4.47768 2.02074 -0.58575
C -4.31018 3.37375 -0.99166
Cl -2.73313 4.00601 -0.85883
C -5.37366 4.10609 -1.32884
C -6.78266 3.62094 -1.44409
Cl -5.21487 5.77718 -1.65283
N -2.46038 1.02048 -1.40223
C -1.99901 -0.22934 -1.31871
C -0.73904 -0.69239 -1.96857
C 0.20820 0.46587 -2.31946
C 1.36122 0.67830 -1.33556
S 2.76777 -0.27435 -1.96377
C 4.00005 -0.01067 -0.68017
S 3.77930 -0.60071 0.80722
N 5.11651 0.69165 -1.14648
C 6.42678 0.07512 -0.82959
C 7.19986 0.75101 0.29251
O 7.12567 2.15888 0.21471
C 5.77951 2.58235 0.30986
C 5.02500 2.14916 -0.92309
H -0.43062 -2.49470 4.41101
H 1.26418 -2.93179 4.54686
H 0.78874 -1.46861 3.69703
H 0.82120 -2.74331 1.73479
H 1.01020 -4.21593 2.65670
H -1.01582 -4.24321 1.27349
H -1.41993 -4.37603 2.98454
H -1.36223 -1.64903 1.70373
H -2.35509 -2.19616 3.03834
H -3.42324 -3.79906 1.18138
H -3.98062 -2.16042 1.43015
H -1.80028 -2.77367 -0.59617
H -3.51824 -2.95143 -1.00089
H -4.70056 -0.58645 0.19587
H -5.34093 1.82240 -0.10872
H -6.88423 2.54536 -1.31763
H -7.40343 4.11411 -0.69715
H -7.17815 3.87612 -2.42454
H -0.22855 -1.42079 -1.33836
H -1.04101 -1.19368 -2.88969
H 0.62226 0.26379 -3.30560
H -0.35658 1.38922 -2.40204
H 1.09525 0.36880 -0.32398
H 1.63031 1.73071 -1.29589
H 6.24558 -0.95387 -0.52542
H 7.01239 0.04647 -1.74750
H 8.25159 0.48053 0.22836
H 6.82456 0.41161 1.26412
H 5.79014 3.66864 0.36847
H 5.32716 2.16403 1.21428
H 5.41870 2.66613 -1.79850
H 3.97400 2.42758 -0.83484
*
```

## Properties
HOMO level = -10.2 eV
Strongest force on any atom = 1.0 eV/A
SMILES = CCCCCC[n+]1[nH]c(N/C(Cl)=C(\C)Cl)nc1CCCSC(=S)N1CCOCC1
HOMO-LUMO gap = 7.41 eV

=====

What did the third record say?
Density functional theory data (ωB97M-V with the def2-TZVPD basis set) for 3 unconnected molecules or ions with the total composition C2H4ClFO2S at a distorted geometry.

```
! wB97M-V def2-TZVPD RIJCOSX def2/J DEFGRID3
* xyz 0 1
C -0.46019 1.07135 0.71106
C -1.65684 0.94420 1.22419
O 1.57723 -1.37052 -1.52784
O -0.38676 -1.36396 -3.06497
F -0.49507 0.77453 -0.67051
S 0.70666 -0.69598 -2.48072
Cl 2.47696 -1.00463 1.31468
H 1.99146 -1.59106 0.30727
H 0.45232 1.40426 1.23696
H -2.40936 0.65014 0.64018
H -1.79643 1.18166 2.30970
*
```

## Properties
HOMO level = -10.5 eV
Energy above the lowest of the compared OMol25 structures with the same formula, charge and spin = 10.6 kcal/mol
Strongest force on any atom = 5.2 eV/A
HOMO-LUMO gap = 9.61 eV

=====

Repeat the second record exactly.
Density functional theory data (ωB97M-V with the def2-TZVPD basis set) for a gas-phase ion, C19H32Cl2N5OS2 (charge +1).

```
! wB97M-V def2-TZVPD RIJCOSX def2/J DEFGRID3
* xyz 1 1
C 0.52049 -2.50762 3.87932
C 0.41127 -3.31046 2.57193
C -1.01953 -3.70343 2.22579
C -1.95271 -2.49494 2.07298
C -3.11983 -2.75530 1.11845
C -2.80833 -2.45661 -0.33967
N -2.83611 -1.02392 -0.64994
N -3.90409 -0.23403 -0.30590
C -3.62715 0.99889 -0.76981
N -4.47768 2.02074 -0.58575
C -4.31018 3.37375 -0.99166
Cl -2.73313 4.00601 -0.85883
C -5.37366 4.10609 -1.32884
C -6.78266 3.62094 -1.44409
Cl -5.21487 5.77718 -1.65283
N -2.46038 1.02048 -1.40223
C -1.99901 -0.22934 -1.31871
C -0.73904 -0.69239 -1.96857
C 0.20820 0.46587 -2.31946
C 1.36122 0.67830 -1.33556
S 2.76777 -0.27435 -1.96377
C 4.00005 -0.01067 -0.68017
S 3.77930 -0.60071 0.80722
N 5.11651 0.69165 -1.14648
C 6.42678 0.07512 -0.82959
C 7.19986 0.75101 0.29251
O 7.12567 2.15888 0.21471
C 5.77951 2.58235 0.30986
C 5.02500 2.14916 -0.92309
H -0.43062 -2.49470 4.41101
H 1.26418 -2.93179 4.54686
H 0.78874 -1.46861 3.69703
H 0.82120 -2.74331 1.73479
H 1.01020 -4.21593 2.65670
H -1.01582 -4.24321 1.27349
H -1.41993 -4.37603 2.98454
H -1.36223 -1.64903 1.70373
H -2.35509 -2.19616 3.03834
H -3.42324 -3.79906 1.18138
H -3.98062 -2.16042 1.43015
H -1.80028 -2.77367 -0.59617
H -3.51824 -2.95143 -1.00089
H -4.70056 -0.58645 0.19587
H -5.34093 1.82240 -0.10872
H -6.88423 2.54536 -1.31763
H -7.40343 4.11411 -0.69715
H -7.17815 3.87612 -2.42454
H -0.22855 -1.42079 -1.33836
H -1.04101 -1.19368 -2.88969
H 0.62226 0.26379 -3.30560
H -0.35658 1.38922 -2.40204
H 1.09525 0.36880 -0.32398
H 1.63031 1.73071 -1.29589
H 6.24558 -0.95387 -0.52542
H 7.01239 0.04647 -1.74750
H 8.25159 0.48053 0.22836
H 6.82456 0.41161 1.26412
H 5.79014 3.66864 0.36847
H 5.32716 2.16403 1.21428
H 5.41870 2.66613 -1.79850
H 3.97400 2.42758 -0.83484
*
```

## Properties
HOMO level = -10.2 eV
Strongest force on any atom = 1.0 eV/A
SMILES = CCCCCC[n+]1[nH]c(N/C(Cl)=C(\C)Cl)nc1CCCSC(=S)N1CCOCC1
HOMO-LUMO gap = 7.41 eV